Entry 1:
18
Properties=species:S:1:pos:R:3 method="wB97M-V/def2-TZVPD" e_homo_ev=-5.15 homo_lumo_gap_ev=9.226 relative_energy_kcal_mol=3.2 total_charge=-1 e_tot_ha=-421.90578
C -0.115 -0.036 -1.560
O -0.082 1.245 -0.988
C -0.296 -1.167 -0.551
C -1.561 -1.033 0.313
O -1.266 -0.999 1.696
H -0.929 -0.054 -2.295
H 0.815 -0.233 -2.117
H 0.568 -1.184 0.109
H -0.317 -2.106 -1.116
H -2.128 -0.141 0.024
H -2.227 -1.891 0.169
H -0.642 -0.216 1.791
H 0.091 1.177 0.013
H 0.235 1.691 2.104
O 0.451 0.963 1.521
H 2.036 1.244 0.939
H 2.486 1.426 -0.457
O 2.882 1.314 0.404

=====

Entry 2:
8
Properties=species:S:1:pos:R:3 method="wB97M-V/def2-TZVPD" e_homo_ev=-8.95 homo_lumo_gap_ev=9.626 relative_energy_kcal_mol=30.9 smiles="S=c1occo1" e_tot_ha=-664.11673
S -1.998 -0.011 0.036
C -0.364 0.081 -0.110
O 0.555 1.114 -0.048
C 1.866 0.549 0.102
C 1.741 -0.743 -0.062
O 0.403 -0.959 -0.005
H 2.614 1.264 0.095
H 2.228 -1.657 0.170

=====

Entry 3:
24
Properties=species:S:1:pos:R:3 method="wB97M-V/def2-TZVPD" e_homo_ev=-8.33 homo_lumo_gap_ev=9.232 relative_energy_kcal_mol=29.7 smiles=Cc1ccc(O)cc1.CC e_tot_ha=-426.52541
C 0.473 -1.428 -1.812
C -0.342 -0.245 -1.366
C 0.173 1.086 -1.726
C -0.400 2.241 -1.222
C -1.680 2.100 -0.477
O -2.270 3.299 0.003
C -2.237 0.846 -0.271
C -1.543 -0.354 -0.713
H 0.480 -2.282 -1.184
H 1.486 -1.214 -1.983
H 0.073 -1.728 -2.811
H 1.013 1.109 -2.318
H -0.107 3.237 -1.570
H -1.696 4.041 -0.282
H -3.033 0.663 0.393
H -1.940 -1.290 -0.458
C 0.697 -1.457 2.063
C 2.182 -0.965 2.320
H 0.313 -2.063 2.885
H -0.098 -0.722 1.862
H 0.692 -2.167 1.250
H 2.298 -0.084 2.918
H 2.510 -1.786 2.943
H 2.958 -0.838 1.557

=====

Entry 4:
10
Properties=species:S:1:pos:R:3 method="wB97M-V/def2-TZVPD" e_homo_ev=-9.12 homo_lumo_gap_ev=9.802 relative_energy_kcal_mol=96.5 smiles=C#[N+][O-].CS e_tot_ha=-607.25296
C 1.904 -1.228 0.339
N 2.356 -0.147 0.274
O 2.984 0.860 0.330
H 1.316 -2.107 0.116
C -1.417 0.927 -0.054
S -1.219 -0.897 0.146
H -1.710 1.320 0.960
H -2.276 0.965 -0.639
H -0.501 1.503 -0.389
H -1.437 -1.197 -1.083

=====

Entry 5:
100
Properties=species:S:1:pos:R:3 method="wB97M-V/def2-TZVPD" e_homo_ev=-15.77 homo_lumo_gap_ev=5.003 relative_energy_kcal_mol=0.0 total_charge=+3 e_tot_ha=-2336.73364
C -0.971 -2.532 -1.824
C 1.286 -2.010 -1.303
C -0.571 -3.611 -2.596
C 1.714 -3.166 -1.981
C 0.777 -3.975 -2.595
H -1.326 -4.156 -3.153
H 2.791 -3.344 -2.043
H 1.104 -4.869 -3.130
N -0.063 -1.900 -1.047
P -2.718 -1.031 -0.255
P 2.468 0.628 -0.281
C -2.390 -1.985 -1.819
H -2.540 -1.329 -2.694
H -3.101 -2.809 -1.957
C 0.281 1.905 1.116
O 0.476 2.986 1.538
C 2.223 -1.028 -0.823
H 3.190 -1.524 -0.647
C 3.641 1.185 -1.758
C 3.579 0.650 1.339
C -3.907 0.405 -0.692
C -3.548 -2.442 0.712
C 3.286 2.662 -1.955
H 3.509 3.273 -1.067
H 3.854 3.079 -2.803
H 2.216 2.760 -2.173
C 5.148 1.008 -1.537
H 5.538 1.522 -0.653
H 5.421 -0.055 -1.500
H 5.675 1.431 -2.409
C 3.321 0.361 -3.010
H 3.836 0.804 -3.877
H 3.651 -0.680 -2.912
H 2.245 0.345 -3.225
C 4.064 2.103 1.524
H 3.210 2.788 1.616
H 4.648 2.165 2.455
H 4.702 2.460 0.707
C 2.754 0.272 2.579
H 1.846 0.881 2.685
H 2.481 -0.796 2.588
H 3.370 0.446 3.480
C 4.733 -0.356 1.278
H 5.424 -0.198 0.450
H 5.325 -0.257 2.203
H 4.362 -1.387 1.225
C -3.837 -1.930 2.134
H -4.276 -2.754 2.718
H -2.924 -1.601 2.653
H -4.549 -1.094 2.142
C -2.608 -3.666 0.778
H -2.526 -4.177 -0.191
H -1.590 -3.436 1.122
H -3.033 -4.386 1.497
C -4.851 -2.929 0.040
H -5.076 -3.939 0.415
H -5.713 -2.301 0.286
H -4.775 -3.005 -1.052
C -3.777 0.710 -2.187
H -4.156 -0.107 -2.815
H -4.372 1.603 -2.428
H -2.738 0.917 -2.462
C -3.474 1.647 0.116
H -2.457 1.981 -0.146
H -4.163 2.473 -0.123
H -3.520 1.468 1.201
C -5.381 0.108 -0.383
H -5.781 -0.699 -1.012
H -5.556 -0.119 0.678
H -5.965 1.015 -0.618
Zr -0.151 -0.024 0.200
N -0.193 0.918 -1.660
C 0.443 1.253 -2.617
C 0.168 2.184 -3.852
C 1.221 2.000 -4.936
C -1.196 1.822 -4.431
C 0.151 3.633 -3.367
H 2.214 2.309 -4.587
H 1.256 0.950 -5.252
H 0.975 2.613 -5.815
H -2.011 2.152 -3.772
H -1.348 2.332 -5.394
H -1.283 0.740 -4.602
H -0.179 4.297 -4.178
H -0.552 3.760 -2.530
H 1.138 3.982 -3.046
N -0.125 -1.457 2.199
C -0.315 -0.874 3.531
C 0.339 -1.479 4.605
C 0.260 -0.878 5.865
C -0.486 0.295 6.031
C -1.160 0.871 4.951
C -1.093 0.266 3.683
H 0.726 -2.026 2.187
H -0.860 -2.155 2.018
H 0.915 -2.398 4.445
H 0.775 -1.329 6.715
H -0.548 0.767 7.014
H -1.750 1.782 5.073
H -1.607 0.706 2.814

=====

Entry 6:
13
Properties=species:S:1:pos:R:3 method="wB97M-V/def2-TZVPD" e_homo_ev=-7.91 homo_lumo_gap_ev=8.369 relative_energy_kcal_mol=93.8 e_tot_ha=-522.14764
C 2.501 -0.097 0.261
C -1.597 -0.707 -0.728
C -1.444 0.709 -0.338
N 3.039 0.955 0.186
O 1.813 -1.054 0.244
O -0.848 -1.401 0.396
F -1.537 1.030 1.004
F -0.186 1.255 -0.617
H -2.620 -1.106 -0.442
H -2.195 1.223 -0.996
H -0.908 -0.596 1.036
H 3.924 1.370 -0.059
H 0.058 -1.582 0.054

=====

Entry 7:
12
Properties=species:S:1:pos:R:3 method="wB97M-V/def2-TZVPD" e_homo_ev=-8.76 homo_lumo_gap_ev=7.694 relative_energy_kcal_mol=60.1 smiles="S/N=C1/C=CC(Cl)=C1" e_tot_ha=-1105.94782
S 2.789 -1.146 -0.155
N 1.793 0.327 -0.100
C 0.556 0.130 0.187
C -0.233 1.264 0.082
C -1.515 0.999 -0.304
C -1.567 -0.425 -0.066
Cl -3.135 -1.147 -0.085
C -0.289 -1.088 0.119
H 3.990 -0.416 -0.003
H 0.180 2.208 0.193
H -2.409 1.499 -0.295
H -0.162 -2.205 0.429

=====

Entry 8:
13
Properties=species:S:1:pos:R:3 method="wB97M-V/def2-TZVPD" e_homo_ev=-9.54 homo_lumo_gap_ev=9.858 relative_energy_kcal_mol=124.4 smiles="C=NN1CC(=O)C1" e_tot_ha=-340.59660
C 0.950 -1.037 1.677
N 0.742 -1.236 0.385
N -0.491 -0.690 -0.048
C -0.541 0.740 0.420
C -0.476 1.149 -1.044
O -0.396 2.190 -1.840
C -0.397 -0.187 -1.631
H 1.752 -1.622 2.164
H 0.192 -0.495 2.070
H -1.346 1.101 1.203
H 0.410 1.242 0.883
H -1.060 -0.667 -2.258
H 0.660 -0.489 -1.982

=====

Entry 9:
36
Properties=species:S:1:pos:R:3 method="wB97M-V/def2-TZVPD" e_homo_ev=-9.84 homo_lumo_gap_ev=10.165 relative_energy_kcal_mol=74.9 smiles="NC(=O)C[C@H](N)CO.O.O.O.O.O.O" e_tot_ha=-876.95935
N 2.199 0.159 1.975
C 1.469 -0.982 1.644
O 1.332 -1.858 2.562
C 0.936 -1.226 0.242
C 1.890 -0.918 -0.908
N 2.498 0.462 -0.785
C 1.153 -1.075 -2.184
O -0.073 -0.320 -2.097
H 2.310 0.879 1.333
H 2.797 0.113 2.710
H 0.396 -2.300 0.325
H -0.068 -0.569 0.218
H 2.807 -1.643 -0.785
H 3.142 0.608 -1.566
H 1.706 1.154 -0.768
H 1.575 -0.476 -2.886
H 0.818 -2.170 -2.558
H -1.012 -0.873 -1.855
O 0.019 3.401 -1.181
H 0.031 2.754 -1.838
H -0.809 3.842 -1.366
O -2.952 -0.646 -2.356
H -2.248 0.038 -2.350
H -3.387 -0.646 -1.464
O -1.846 -1.959 1.397
H -2.363 -2.261 2.109
H -0.993 -2.446 1.693
O -1.729 1.589 -1.412
H -0.926 1.509 -0.862
H -2.351 1.341 -0.704
O -2.389 0.545 1.023
H -2.438 -0.378 1.293
H -1.838 1.019 1.654
O -0.260 1.516 2.257
H 0.281 0.950 2.813
H 0.186 2.282 2.216

=====

Entry 10:
74
Properties=species:S:1:pos:R:3 method="wB97M-V/def2-TZVPD" e_homo_ev=-11.86 homo_lumo_gap_ev=8.877 relative_energy_kcal_mol=0.0 total_charge=+1 e_tot_ha=-3358.13813
C 9.660 -3.260 0.434
C 8.809 -1.992 0.473
C 8.435 -1.557 -0.931
C 7.337 -0.510 -1.012
C 7.473 0.598 0.024
C 6.706 1.888 -0.300
C 5.417 1.725 -1.082
C 4.340 0.985 -0.288
C 3.320 1.944 0.331
C 2.244 2.399 -0.654
C 0.834 2.467 -0.058
C -0.238 2.131 -1.074
C -1.645 2.466 -0.588
C -2.619 1.314 -0.798
C -4.046 1.770 -0.668
N -4.999 0.646 -0.493
B -5.176 0.255 0.938
C -6.287 0.924 1.810
O -4.305 -0.659 1.387
C -5.563 0.161 -1.576
N -5.390 0.673 -2.814
C -6.135 -0.067 -3.599
N -6.773 -1.054 -2.959
N -6.401 -0.954 -1.628
C -6.896 -1.931 -0.712
O -8.174 -1.498 -0.244
C -8.783 -2.278 0.710
F -8.385 -2.002 1.967
F -8.519 -3.579 0.505
F -10.083 -2.073 0.632
H 10.446 -3.139 -0.304
H 10.099 -3.491 1.394
H 9.056 -4.089 0.084
H 9.384 -1.221 0.974
H 7.911 -2.215 1.042
H 8.110 -2.446 -1.466
H 9.329 -1.208 -1.438
H 7.365 -0.055 -1.998
H 6.361 -0.974 -0.913
H 7.130 0.229 0.983
H 8.521 0.856 0.126
H 6.468 2.389 0.634
H 7.365 2.554 -0.850
H 5.590 1.259 -2.043
H 5.046 2.720 -1.310
H 3.806 0.295 -0.933
H 4.800 0.432 0.524
H 3.885 2.814 0.655
H 2.884 1.519 1.229
H 2.221 1.724 -1.504
H 2.492 3.384 -1.029
H 0.674 3.473 0.320
H 0.776 1.803 0.800
H 0.001 2.669 -1.986
H -0.163 1.068 -1.287
H -2.010 3.379 -1.046
H -1.579 2.642 0.482
H -2.407 0.555 -0.054
H -2.431 0.862 -1.768
H -4.370 2.392 -1.490
H -4.130 2.375 0.231
H -5.928 1.841 2.265
H -6.643 0.261 2.582
H -7.134 1.206 1.192
H -4.255 -0.663 2.351
H -6.241 0.094 -4.655
H -7.402 -1.747 -3.322
H -6.201 -2.134 0.095
H -7.024 -2.847 -1.274
C -5.341 -3.411 5.036
Cl -6.630 -3.111 3.860
Cl -4.232 -4.620 4.398
Cl -4.456 -1.893 5.316
Cl -6.033 -3.961 6.549

=====

Entry 11:
67
Properties=species:S:1:pos:R:3 method="wB97M-V/def2-TZVPD" e_homo_ev=-8.16 homo_lumo_gap_ev=8.964 relative_energy_kcal_mol=0.7 smiles="CCCCOc1ccc(C(=O)NCC2(N3CCCCC3)CCCCC2)cc1OC" e_tot_ha=-1272.55639
C 8.198 1.085 -0.585
C 7.558 -0.122 0.091
C 6.765 0.244 1.347
C 5.456 0.969 1.044
O 4.594 0.054 0.398
C 3.349 0.467 0.017
C 2.861 1.748 0.256
C 1.580 2.112 -0.111
C 0.735 1.195 -0.721
C -0.645 1.634 -1.075
O -0.933 2.807 -1.242
N -1.542 0.631 -1.216
C -2.955 0.879 -1.344
C -3.698 0.341 -0.094
N -3.180 -1.031 0.092
C -3.672 -2.014 -0.861
C -2.700 -3.190 -0.947
C -2.577 -3.856 0.417
C -2.182 -2.798 1.439
C -3.165 -1.625 1.415
C -5.225 0.392 -0.298
C -5.752 1.818 -0.442
C -5.371 2.672 0.762
C -3.861 2.665 0.965
C -3.353 1.231 1.112
C 1.223 -0.077 -0.989
C 2.513 -0.456 -0.643
O 2.822 -1.749 -0.966
C 4.165 -2.149 -1.115
H 8.849 1.612 0.111
H 8.795 0.766 -1.436
H 7.446 1.782 -0.945
H 6.894 -0.628 -0.611
H 8.344 -0.826 0.372
H 6.524 -0.666 1.898
H 7.371 0.883 1.992
H 5.637 1.840 0.402
H 5.001 1.314 1.983
H 3.485 2.478 0.746
H 1.217 3.110 0.078
H -1.331 -0.288 -0.853
H -3.329 0.393 -2.251
H -3.083 1.953 -1.458
H -3.764 -1.560 -1.847
H -4.663 -2.401 -0.566
H -1.721 -2.827 -1.265
H -3.059 -3.902 -1.692
H -1.836 -4.656 0.390
H -3.538 -4.294 0.697
H -2.159 -3.225 2.444
H -1.184 -2.422 1.205
H -2.826 -0.897 2.149
H -4.167 -1.985 1.716
H -5.700 -0.080 0.567
H -5.505 -0.178 -1.185
H -5.351 2.268 -1.351
H -6.840 1.786 -0.543
H -5.726 3.694 0.620
H -5.857 2.271 1.656
H -3.363 3.170 0.138
H -3.609 3.215 1.875
H -2.271 1.238 1.261
H -3.826 0.821 2.006
H 0.627 -0.814 -1.506
H 4.120 -3.131 -1.587
H 4.677 -2.230 -0.154
H 4.716 -1.463 -1.764

=====

Entry 12:
37
Properties=species:S:1:pos:R:3 method="wB97M-V/def2-TZVPD" e_homo_ev=-8.36 homo_lumo_gap_ev=7.883 relative_energy_kcal_mol=0.0 e_tot_ha=-2229.94895
O -0.834 2.911 -0.229
C -1.227 2.231 -1.152
N -1.893 2.705 -2.260
C -2.236 1.685 -3.121
C -2.902 1.729 -4.331
Cl -3.443 3.237 -4.979
C -3.131 0.543 -5.018
C -2.690 -0.662 -4.486
Cl -2.995 -2.114 -5.369
C -2.017 -0.732 -3.274
C -1.796 0.453 -2.596
C -1.131 0.751 -1.347
N -0.574 -0.123 -0.584
N -0.061 0.134 0.569
C 0.995 0.725 0.945
S 2.228 1.262 -0.233
N 1.221 0.994 2.263
C 2.462 0.607 2.898
C 2.599 -0.924 3.043
C 1.480 -1.578 3.876
C 0.602 -2.260 2.826
C 1.618 -2.563 1.726
O 2.539 -1.490 1.744
H -2.109 3.676 -2.421
H -3.650 0.560 -5.963
H -1.678 -1.671 -2.870
H 2.691 2.239 0.543
H 0.405 0.779 2.824
H 3.296 0.959 2.288
H 2.513 1.083 3.879
H 3.587 -1.128 3.482
H 1.908 -2.321 4.549
H 0.938 -0.848 4.476
H -0.160 -1.580 2.444
H 0.120 -3.160 3.199
H 2.145 -3.506 1.930
H 1.179 -2.604 0.728

=====

Entry 13:
15
Properties=species:S:1:pos:R:3 method="wB97M-V/def2-TZVPD" e_homo_ev=-8.94 homo_lumo_gap_ev=9.490 relative_energy_kcal_mol=71.2 smiles="C=N/C=C/C.O" e_tot_ha=-287.71907
C -1.702 -1.262 0.014
N -1.928 -0.446 -0.941
C -0.966 0.479 -1.348
C -0.429 1.408 -0.547
C 0.536 2.478 -0.973
H -1.068 -1.297 0.897
H -2.271 -2.185 -0.165
H -0.578 0.252 -2.325
H -0.918 1.644 0.402
H 0.724 2.479 -2.044
H 1.414 2.326 -0.319
H 0.183 3.487 -0.726
O 2.425 -2.916 3.029
H 3.011 -3.307 2.360
H 1.567 -3.142 2.684

=====

Entry 14:
17
Properties=species:S:1:pos:R:3 method="wB97M-V/def2-TZVPD" e_homo_ev=-9.03 homo_lumo_gap_ev=8.214 e_tot_ha=-921.73868
C 1.801 1.695 -0.808
C 0.945 1.873 0.304
C 1.693 0.474 -1.489
C 0.022 0.893 0.710
C 0.839 -0.522 -1.039
C -0.029 -0.306 -0.002
C -2.125 -1.073 0.923
N -1.019 -1.364 0.151
F -1.895 -1.029 2.296
F -3.062 -2.053 0.895
F -2.678 0.035 0.462
I -0.298 -3.285 0.484
H 2.477 2.289 -1.258
H 0.989 2.722 0.798
H 2.224 0.247 -2.276
H -0.664 0.975 1.447
H 0.780 -1.571 -1.599

=====

no.,maximum force (eV/A)
1,0.61
2,4.29
3,3.88
4,3.27
5,8.59
6,3.54
7,4.81
8,8.29
9,5.07
10,1.18
11,0.53
12,2.18
13,2.44
14,5.34